[1]
{"formula": "C21H22Cl2N2O2", "method": "ωB97M-V/def2-TZVPD", "e_lumo_ev": 0.438, "e_homo_ev": -8.70, "smiles": "O=C(NCCc1ccccc1Cl)[C@@H]1CCC(=O)N(Cc2ccc(Cl)cc2)C1", "multiplicity": 1, "elements": ["O", "C", "N", "C", "C", "C", "C", "C", "C", "C", "C", "Cl", "C", "C", "C", "C", "O", "N", "C", "C", "C", "C", "C", "Cl", "C", "C", "C", "H", "H", "H", "H", "H", "H", "H", "H", "H", "H", "H", "H", "H", "H", "H", "H", "H", "H", "H", "H", "H", "H"], "coordinates": [[0.039, 2.361, -0.144], [0.515, 1.679, 0.737], [-0.221, 1.102, 1.707], [-1.657, 1.238, 1.803], [-2.248, 0.137, 2.689], [-2.144, -1.219, 2.052], [-3.163, -1.663, 1.215], [-3.102, -2.891, 0.583], [-2.004, -3.712, 0.776], [-0.983, -3.304, 1.615], [-1.062, -2.072, 2.244], [0.235, -1.647, 3.326], [2.010, 1.358, 0.861], [2.858, 2.380, 0.097], [4.003, 1.705, -0.658], [3.399, 0.746, -1.660], [3.662, 0.742, -2.845], [2.495, -0.093, -1.099], [1.645, -0.914, -1.941], [0.291, -0.272, -2.102], [-0.844, -0.819, -1.524], [-2.068, -0.184, -1.643], [-2.146, 1.015, -2.327], [-3.673, 1.817, -2.449], [-1.024, 1.578, -2.912], [0.188, 0.927, -2.798], [2.271, -0.068, 0.323], [0.235, 0.584, 2.443], [-2.068, 1.195, 0.790], [-1.909, 2.217, 2.229], [-3.300, 0.369, 2.861], [-1.736, 0.144, 3.653], [-4.023, -1.026, 1.070], [-3.908, -3.209, -0.060], [-1.942, -4.670, 0.284], [-0.127, -3.939, 1.787], [2.270, 1.361, 1.924], [3.250, 3.134, 0.780], [2.208, 2.885, -0.623], [4.658, 1.168, 0.034], [4.599, 2.440, -1.198], [2.149, -0.980, -2.910], [1.558, -1.914, -1.507], [-0.784, -1.750, -0.977], [-2.952, -0.616, -1.203], [-1.098, 2.516, -3.437], [1.072, 1.355, -3.245], [3.155, -0.477, 0.832], [1.422, -0.715, 0.551]], "lowdin_charge": [0.087, -0.455, 0.065, -0.154, -0.143, -0.244, -0.053, -0.082, -0.085, -0.114, -0.583, 0.733, -0.185, -0.125, -0.081, -0.468, 0.059, -0.039, -0.087, -0.197, -0.027, -0.118, -0.677, 0.669, -0.095, -0.021, -0.100, 0.062, 0.115, 0.129, 0.121, 0.098, 0.123, 0.110, 0.108, 0.104, 0.144, 0.119, 0.120, 0.123, 0.124, 0.130, 0.129, 0.101, 0.084, 0.110, 0.120, 0.132, 0.112]}

[2]
{"formula": "C3H5Cl", "method": "ωB97M-V/def2-TZVPD", "e_lumo_ev": 1.046, "e_homo_ev": -9.55, "smiles": "C=C(C)Cl", "multiplicity": 1, "de_lowest_kj_mol": 8.5, "elements": ["C", "C", "C", "Cl", "H", "H", "H", "H", "H"], "coordinates": [[0.073, -1.405, -0.026], [0.548, -0.174, 0.011], [-0.484, 1.099, 0.019], [2.208, 0.213, -0.007], [0.698, -2.279, -0.061], [-0.992, -1.566, -0.019], [-0.354, 1.613, 0.966], [-0.203, 1.759, -0.792], [-1.496, 0.739, -0.091]], "lowdin_charge": [-0.052, -0.801, -0.081, 0.653, 0.053, 0.057, 0.059, 0.056, 0.056]}

[3]
{"formula": "C41H39CrN4O2P2S", "method": "ωB97M-V/def2-TZVPD", "charge": 2, "e_lumo_ev": [-7.826, -7.315], "e_homo_ev": [-12.62, -12.62], "multiplicity": 4, "de_lowest_kj_mol": 240.6, "elements": ["Cr", "O", "C", "C", "C", "C", "C", "C", "C", "O", "N", "N", "C", "C", "C", "C", "C", "C", "N", "H", "H", "H", "H", "H", "H", "H", "H", "H", "H", "C", "S", "C", "C", "C", "N", "P", "C", "C", "C", "C", "C", "C", "C", "C", "C", "C", "C", "C", "P", "C", "C", "C", "C", "C", "C", "C", "C", "C", "C", "C", "C", "H", "H", "H", "H", "H", "H", "H", "H", "H", "H", "H", "H", "H", "H", "H", "H", "H", "H", "H", "H", "H", "H", "H", "H", "H", "H", "H", "H", "H"], "coordinates": [[0.232, -0.194, -0.091], [3.349, 4.140, -0.738], [4.221, 3.161, -0.540], [5.582, 3.455, -0.700], [6.540, 2.487, -0.524], [6.178, 1.185, -0.170], [4.854, 0.868, -0.013], [3.850, 1.837, -0.193], [2.472, 1.416, -0.097], [2.150, 0.184, 0.007], [1.487, 2.317, -0.197], [0.325, 1.712, -0.297], [-0.766, 2.360, -0.618], [-1.916, 1.542, -0.806], [-3.171, 2.058, -1.154], [-4.226, 1.197, -1.378], [-4.000, -0.172, -1.240], [-2.741, -0.611, -0.883], [-1.703, 0.199, -0.650], [2.430, 3.831, -0.605], [5.837, 4.463, -0.982], [7.579, 2.738, -0.659], [6.940, 0.436, -0.036], [4.560, -0.133, 0.267], [-0.767, 3.434, -0.770], [-3.287, 3.127, -1.251], [-5.198, 1.576, -1.655], [-4.788, -0.889, -1.418], [-2.549, -1.673, -0.790], [-4.029, -4.970, 2.104], [-3.840, -4.794, 3.895], [-3.528, -3.003, 4.102], [-2.062, -2.613, 3.891], [-1.784, -2.135, 2.464], [-0.353, -2.248, 2.091], [0.521, -0.765, 2.197], [2.177, -1.238, 2.770], [2.410, -2.472, 3.367], [3.655, -2.748, 3.904], [4.664, -1.799, 3.847], [4.425, -0.557, 3.279], [3.177, -0.269, 2.755], [-0.015, 0.085, 3.711], [-0.424, 1.413, 3.667], [-0.601, 2.119, 4.848], [-0.390, 1.499, 6.069], [-0.008, 0.165, 6.114], [0.204, -0.536, 4.942], [-0.332, -2.736, 0.370], [-0.500, -4.549, 0.551], [-0.473, -5.200, 1.779], [-0.450, -6.584, 1.820], [-0.443, -7.318, 0.645], [-0.488, -6.669, -0.580], [-0.531, -5.287, -0.631], [1.420, -2.763, -0.155], [2.403, -3.502, 0.494], [3.691, -3.518, -0.010], [3.994, -2.849, -1.186], [3.002, -2.170, -1.876], [1.716, -2.122, -1.364], [-4.388, -5.979, 1.928], [-3.068, -4.843, 1.614], [-4.757, -4.251, 1.745], [-3.820, -2.806, 5.134], [-4.194, -2.457, 3.434], [-1.428, -3.468, 4.124], [-1.807, -1.815, 4.585], [-2.141, -1.100, 2.357], [-2.361, -2.751, 1.763], [1.616, -3.202, 3.430], [3.832, -3.700, 4.381], [5.634, -2.020, 4.265], [5.206, 0.190, 3.255], [2.973, 0.715, 2.356], [-0.585, 1.894, 2.710], [-0.886, 3.160, 4.808], [-0.512, 2.052, 6.988], [0.151, -0.325, 7.063], [0.555, -1.556, 4.985], [-0.456, -4.631, 2.696], [-0.427, -7.097, 2.768], [-0.389, -8.395, 0.680], [-0.484, -7.241, -1.494], [-0.567, -4.770, -1.582], [2.150, -4.078, 1.372], [4.453, -4.076, 0.510], [4.996, -2.880, -1.588], [3.226, -1.701, -2.821], [0.918, -1.632, -1.942]], "lowdin_spin": [3.032, -0.002, -0.004, 0.000, -0.003, -0.001, -0.001, -0.003, -0.009, 0.007, -0.023, -0.053, 0.074, 0.008, 0.013, 0.008, 0.014, 0.012, 0.013, -0.001, 0.000, 0.000, 0.000, 0.000, 0.002, 0.000, 0.000, 0.001, 0.000, 0.000, 0.000, 0.000, 0.000, 0.000, -0.017, -0.073, -0.011, -0.005, 0.000, -0.004, 0.001, -0.004, -0.014, 0.000, 0.000, 0.000, -0.001, -0.003, 0.011, 0.001, 0.000, 0.000, 0.001, 0.000, 0.001, 0.009, 0.004, 0.003, 0.003, 0.003, 0.008, 0.000, 0.000, 0.000, 0.000, 0.000, 0.000, 0.000, 0.000, 0.000, 0.000, 0.000, 0.000, 0.000, 0.000, 0.000, 0.000, 0.000, 0.000, 0.000, 0.000, 0.000, 0.000, 0.000, 0.000, 0.000, 0.000, 0.000, 0.000, 0.004]}